A.
ORCA calculation (ωB97M-V/def2-TZVPD) on a cluster of 3 separate species, C2H10O2S2 in total.

XYZ file:
```
16
Properties=species:S:1:pos:R:3:nbo_charge:R:1
C -1.31 1.76 0.37 -0.62
C 0.13 1.34 0.61 -0.53
S 0.19 -0.05 1.78 0.05
S 2.17 -0.63 1.63 -0.14
H -1.79 2.07 1.30 0.21
H -1.88 0.94 -0.06 0.21
H -1.35 2.61 -0.31 0.22
H 0.74 2.15 1.02 0.22
H 0.58 1.02 -0.32 0.24
H 2.10 -1.10 0.37 0.16
O 1.35 -0.92 -1.75 -0.98
H 1.17 -0.82 -2.69 0.47
H 0.62 -1.46 -1.42 0.50
O -0.60 -2.39 -0.41 -0.97
H -0.60 -1.86 0.42 0.49
H -1.52 -2.63 -0.54 0.48
```

Computed properties:
gap between HOMO and LUMO: 9.431 eV
SMILES string: CCSS.O.O
M: 130.234 g/mol
multiplicity: 1


B.
ORCA calculation (ωB97M-V/def2-TZVPD) on a cluster of 4 separate species, C2H10O2S2 in total.

XYZ file:
```
16
Properties=species:S:1:pos:R:3:nbo_charge:R:1
C 1.53 -0.62 -1.07 -0.64
C 1.00 0.72 -0.68 -0.57
S -0.24 1.22 -1.76 0.16
S 0.87 -0.44 1.90 -0.28
H 0.70 -1.30 -0.91 0.25
H 2.37 -0.97 -0.49 0.21
H 1.90 -0.62 -2.10 0.22
H 1.79 1.48 -0.63 0.25
H 0.55 0.72 0.40 0.27
H 2.20 -0.38 1.82 0.14
H -2.23 -0.62 0.04 0.48
H -1.64 -0.36 -1.35 0.45
O -2.10 -1.04 -0.82 -0.96
H -2.86 1.00 2.30 0.49
H -1.50 0.46 1.85 0.48
O -2.35 0.74 1.51 -0.95
```

Computed properties:
gap between HOMO and LUMO: 5.695 eV
M: 130.234 g/mol
multiplicity: 1


C.
ORCA calculation (ωB97M-V/def2-TZVPD) on a cluster of 4 separate species, C2H10O2S2 in total.

XYZ file:
```
16
Properties=species:S:1:pos:R:3:nbo_charge:R:1
C -1.02 1.23 -0.57 -0.80
S -0.70 1.93 1.07 0.16
S 0.83 -1.57 0.52 0.00
C -0.29 -1.23 1.85 -0.81
H -2.04 1.33 -0.94 0.23
H -0.36 1.75 -1.27 0.28
H -0.81 0.15 -0.53 0.23
H -1.13 -0.56 1.55 0.25
H -0.63 -2.17 2.26 0.25
H 0.21 -0.65 2.62 0.23
H 1.50 0.39 -0.31 0.47
H 2.65 1.37 -0.63 0.47
O 1.91 0.90 -1.04 -0.97
H -1.09 -2.28 -3.24 0.47
H -0.58 -1.55 -2.01 0.47
O -0.98 -1.40 -2.86 -0.94
```

Computed properties:
gap between HOMO and LUMO: 4.621 eV
M: 130.234 g/mol
multiplicity: 1


D.
ORCA calculation (ωB97M-V/def2-TZVPD) on a cluster of 4 separate species, C2H10O2S2 in total.

XYZ file:
```
16
Properties=species:S:1:pos:R:3:nbo_charge:R:1
C -0.78 1.07 -0.84 -0.59
C 0.56 0.34 -0.47 -0.61
S 1.03 -0.47 -1.96 0.29
S -0.38 1.54 2.40 -0.41
H -0.58 1.95 -1.45 0.23
H -1.42 0.33 -1.35 0.23
H -1.34 1.27 0.09 0.28
H 1.33 1.07 -0.25 0.24
H 0.28 -0.30 0.37 0.28
H -0.64 2.20 3.54 0.13
H -1.26 -2.76 -2.92 0.47
H -0.87 -1.42 -2.38 0.45
O -1.65 -1.94 -2.65 -0.95
H 0.59 -0.29 2.65 0.46
H 1.61 -1.19 3.18 0.46
O 0.83 -1.25 2.59 -0.95
```

Computed properties:
gap between HOMO and LUMO: 3.326 eV
M: 130.234 g/mol
multiplicity: 1


Stability check: which of them is least stable? D.


A.
ORCA calculation (ωB97M-V/def2-TZVPD) on a cluster of 3 separate species, C2H10O2S2 in total.

XYZ file:
```
16
Properties=species:S:1:pos:R:3:nbo_charge:R:1
C -0.43 -1.16 0.40 -0.64
C -0.63 -0.97 -1.15 -0.55
S -1.18 0.68 -1.62 0.11
S -0.01 1.12 -3.31 -0.14
H -0.78 -2.16 0.66 0.22
H 0.64 -1.16 0.55 0.21
H -1.14 -0.50 0.89 0.22
H 0.39 -1.04 -1.54 0.23
H -1.30 -1.71 -1.57 0.21
H 0.86 1.94 -2.67 0.12
O 0.48 -2.25 3.58 -0.94
H 0.44 -1.52 2.96 0.47
H 1.36 -2.25 3.93 0.47
O 0.04 3.58 -0.32 -0.92
H 0.79 3.46 0.30 0.46
H 0.50 3.95 -1.08 0.46
```

Computed properties:
gap between HOMO and LUMO: 9.259 eV
SMILES string: CCSS.O.O
M: 130.234 g/mol
multiplicity: 1


B.
ORCA calculation (ωB97M-V/def2-TZVPD) on a cluster of 3 separate species, C2H10O2S2 in total.

XYZ file:
```
16
Properties=species:S:1:pos:R:3:nbo_charge:R:1
C -1.87 1.46 1.27 -0.76
S -0.79 2.04 -0.06 0.07
S -1.61 1.08 -1.68 0.11
C -0.66 -0.44 -1.67 -0.77
H -2.78 2.06 1.28 0.23
H -2.00 0.39 1.27 0.22
H -1.39 1.66 2.24 0.23
H -0.98 -1.13 -0.91 0.21
H -0.77 -0.98 -2.62 0.24
H 0.41 -0.21 -1.63 0.23
O 2.86 -2.45 -0.07 -0.95
H 2.57 -1.55 0.08 0.48
H 2.17 -2.81 -0.63 0.46
O 2.01 0.31 0.98 -0.95
H 1.55 -0.30 1.52 0.46
H 1.30 0.86 0.63 0.48
```

Computed properties:
gap between HOMO and LUMO: 10.016 eV
SMILES string: CSSC.O.O
M: 130.234 g/mol
multiplicity: 1


Stability check: which of them is least stable? A.


A.
ORCA calculation (ωB97M-V/def2-TZVPD) on a cluster of 2 separate species, CH2ClNOS in total.

XYZ file:
```
7
Properties=species:S:1:pos:R:3:nbo_charge:R:1
C -3.08 0.09 -0.38 0.38
N 0.05 -0.81 0.82 -0.69
O -3.41 -0.37 -1.42 -0.48
S 0.91 -0.86 -0.35 0.74
Cl -4.10 0.12 1.02 -0.05
H -2.09 0.51 -0.14 0.15
H 2.24 -0.33 0.03 -0.05
```

Computed properties:
gap between HOMO and LUMO: 8.388 eV
M: 111.553 g/mol
multiplicity: 1


B.
ORCA calculation (ωB97M-V/def2-TZVPD) on an isolated molecule of CH2ClNOS.

XYZ file:
```
7
Properties=species:S:1:pos:R:3:nbo_charge:R:1
O -0.93 1.27 -0.54 -0.54
C -0.83 0.19 -0.06 0.66
Cl -2.23 -0.91 0.13 -0.08
N 0.32 -0.45 0.39 -0.78
S 1.79 0.44 0.35 0.18
H 0.45 -1.37 0.69 0.42
H 1.44 0.83 -0.96 0.14
```

Computed properties:
gap between HOMO and LUMO: 9.909 eV
SMILES string: O=C(Cl)NS
M: 111.553 g/mol
multiplicity: 1


Stability check: which of them is least stable? A.


A.
ORCA calculation (ωB97M-V/def2-TZVPD) on a cluster of 2 separate species, C4H12NS in total.

XYZ file:
```
18
Properties=species:S:1:pos:R:3:nbo_charge:R:1
C 0.06 2.33 -0.75 -0.62
C -1.07 1.72 0.10 -0.52
S -2.06 0.53 -0.85 -0.05
H -0.40 3.02 -1.45 0.24
H 0.57 1.57 -1.35 0.19
H 0.78 2.83 -0.11 0.23
H -0.63 1.22 0.98 0.18
H -1.72 2.51 0.46 0.24
H -2.92 0.22 0.15 0.14
C 2.50 -2.52 1.38 -0.44
C 0.75 -1.18 0.36 0.14
N 1.97 -1.51 0.44 -0.39
H 2.60 -2.08 2.37 0.25
H 3.50 -2.81 1.05 0.25
H 1.87 -3.40 1.31 0.25
H -0.06 -1.61 0.94 0.23
H 0.42 -0.47 -0.39 0.24
H 2.63 -0.91 -0.06 0.44
```

Computed properties:
total charge: +1
gap between HOMO and LUMO: 7.367 eV
M: 106.214 g/mol
multiplicity: 1


B.
ORCA calculation (ωB97M-V/def2-TZVPD) on the ion C4H12NS with charge +1.

XYZ file:
```
18
Properties=species:S:1:pos:R:3:nbo_charge:R:1
C 0.49 -0.28 -2.98 -0.71
S -0.03 -0.78 -1.24 0.11
C 1.20 0.12 -0.17 -0.55
C 0.90 -0.16 1.24 -0.42
C -0.68 -0.39 1.63 -0.23
N -1.75 0.68 1.21 -0.71
H -0.11 -0.61 -3.73 0.24
H 1.22 -1.10 -3.20 0.24
H 0.73 0.77 -3.08 0.23
H 2.36 -0.19 -0.28 0.26
H 1.21 1.14 -0.52 0.23
H 1.19 -1.18 1.72 0.26
H 1.25 0.60 1.94 0.24
H -1.08 -1.36 1.30 0.24
H -0.89 -0.25 2.78 0.23
H -1.77 1.48 1.88 0.43
H -1.49 1.09 0.29 0.45
H -2.75 0.42 1.19 0.45
```

Computed properties:
total charge: +1
gap between HOMO and LUMO: 8.913 eV
SMILES string: CSCCC[NH3+]
M: 106.214 g/mol
multiplicity: 1


Stability check: which of them is least stable? B.